ORCA calculation (ωB97M-V/def2-TZVPD) on a structure of composition C35H50MnN3O3P2Se2SiTe.

Properties
Charge ... +1
Expectation value of S² ... 4.05
HOMO (alpha / beta) ... -9.6 / -10.0 eV
Frontier orbital gap (alpha / beta) ... 6.754 / 6.295 eV
Multiplicity ... 4
ΔE to the lowest compared entry with this formula, charge and spin ... 10.0 kcal/mol

CARTESIAN COORDINATES (ANGSTROEM)
1 Mn 0.44 0.05 0.49
2 N 2.89 0.06 2.71
3 C 1.67 0.41 3.26
4 C 1.70 0.77 4.62
5 C 0.52 1.07 5.25
6 C -0.66 1.02 4.53
7 C -0.60 0.66 3.20
8 N 0.55 0.35 2.56
9 C 3.37 0.11 1.41
10 C 4.76 0.17 1.27
11 C 5.32 0.25 0.02
12 C 4.47 0.29 -1.08
13 C 3.12 0.20 -0.86
14 N 2.54 0.09 0.36
15 H 3.63 0.05 3.38
16 H 2.64 0.81 5.14
17 H 0.53 1.35 6.30
18 H -1.62 1.24 4.97
19 H -1.49 0.61 2.61
20 H 5.38 0.17 2.16
21 H 6.39 0.31 -0.09
22 H 4.84 0.38 -2.09
23 H 2.45 0.22 -1.69
24 Se -0.01 0.34 -1.96
25 P 0.30 2.51 -1.56
26 Se 0.50 2.88 0.52
27 C 1.80 2.98 -2.49
28 C 2.66 3.93 -1.95
29 C 3.79 4.31 -2.65
30 C 4.07 3.75 -3.89
31 C 3.21 2.80 -4.43
32 C 2.08 2.41 -3.74
33 C -1.06 3.43 -2.33
34 C -1.74 4.40 -1.59
35 C -2.76 5.13 -2.20
36 C -3.10 4.89 -3.52
37 C -2.42 3.91 -4.25
38 C -1.41 3.18 -3.66
39 H 2.45 4.35 -0.98
40 H 4.46 5.05 -2.23
41 H 4.95 4.05 -4.44
42 H 3.42 2.37 -5.40
43 H 1.42 1.66 -4.15
44 H -1.47 4.57 -0.56
45 H -3.28 5.89 -1.63
46 H -3.89 5.46 -3.98
47 H -2.69 3.73 -5.28
48 H -0.89 2.42 -4.23
49 C -1.38 -2.89 0.07
50 Si 0.43 -2.52 0.44
51 C 0.74 -3.34 2.17
52 C 2.18 -3.24 2.70
53 C 0.38 -4.83 2.08
54 C -0.20 -2.75 3.24
55 C 1.41 -3.42 -0.97
56 C 0.73 -4.76 -1.31
57 C 2.88 -3.70 -0.59
58 C 1.41 -2.65 -2.30
59 H -1.54 -3.97 0.05
60 H -1.68 -2.48 -0.89
61 H -2.02 -2.46 0.84
62 H 2.85 -3.95 2.21
63 H 2.19 -3.49 3.77
64 H 2.60 -2.25 2.59
65 H 0.97 -5.37 1.33
66 H -0.68 -4.99 1.87
67 H 0.60 -5.30 3.05
68 H 0.18 -1.83 3.66
69 H -0.27 -3.47 4.07
70 H -1.21 -2.58 2.87
71 H 0.61 -5.42 -0.45
72 H 1.34 -5.29 -2.05
73 H -0.26 -4.61 -1.75
74 H 2.96 -4.50 0.14
75 H 3.38 -2.81 -0.18
76 H 3.43 -4.01 -1.48
77 H 0.40 -2.42 -2.64
78 H 1.88 -3.28 -3.07
79 H 1.98 -1.73 -2.25
80 C -5.32 2.51 1.61
81 C -4.52 2.43 0.33
82 O -3.23 1.82 0.60
83 P -2.88 0.37 0.11
84 O -1.51 0.08 0.66
85 Te -3.05 0.22 -2.27
86 O -3.95 -0.55 0.82
87 C -4.72 -1.64 0.23
88 C -6.10 -1.18 -0.12
89 H -6.30 2.94 1.40
90 H -4.82 3.15 2.33
91 H -5.46 1.53 2.04
92 H -4.31 3.41 -0.08
93 H -5.05 1.86 -0.44
94 H -4.73 -2.42 0.99
95 H -4.19 -2.03 -0.64
96 H -6.59 -0.71 0.73
97 H -6.71 -2.04 -0.43
98 H -6.08 -0.47 -0.95